{
  "formula": "C42H99N10O18P3",
  "method": "the ωB97M-V functional and the def2-TZVPD basis",
  "charge": 0,
  "multiplicity": 1,
  "mol_weight_g_mol": 1125.23,
  "e_tot_ev": -124786.1656,
  "elements": ["C", "N", "C", "P", "O", "N", "C", "C", "N", "C", "C", "H", "H", "H", "H", "H", "H", "H", "H", "H", "H", "H", "H", "H", "H", "H", "H", "H", "H", "C", "N", "C", "P", "O", "N", "C", "C", "N", "C", "C", "H", "H", "H", "H", "H", "H", "H", "H", "H", "H", "H", "H", "H", "H", "H", "H", "H", "H", "C", "N", "C", "P", "O", "N", "C", "C", "N", "C", "C", "H", "H", "H", "H", "H", "H", "H", "H", "H", "H", "H", "H", "H", "H", "H", "H", "H", "H", "C", "C", "O", "C", "O", "O", "C", "H", "H", "H", "H", "H", "H", "H", "H", "C", "C", "O", "C", "O", "O", "C", "H", "H", "H", "H", "H", "H", "H", "H", "C", "C", "O", "C", "O", "O", "C", "H", "H", "H", "H", "H", "H", "H", "H", "C", "C", "O", "C", "O", "O", "C", "H", "H", "H", "H", "H", "H", "H", "H", "C", "C", "O", "C", "O", "O", "C", "H", "H", "H", "H", "H", "H", "H", "H", "C", "C", "C", "N", "C", "H", "H", "H", "H", "H"],
  "positions_angstrom": [[8.62088, -25.89317, 19.02861], [8.36115, -24.91487, 18.00431], [7.94558, -25.50634, 16.73962], [7.92775, -23.30858, 18.28661], [8.06597, -22.49952, 17.07974], [6.37232, -23.42787, 18.97424], [6.21321, -23.81081, 20.37610], [5.21274, -23.40669, 18.10317], [8.94138, -22.92580, 19.59674], [10.37218, -23.03765, 19.34842], [8.62884, -21.70112, 20.31933], [7.77815, -26.02882, 19.71726], [9.51281, -25.58177, 19.58227], [8.84622, -26.89934, 18.67232], [7.51566, -24.73328, 16.09987], [7.19954, -26.28717, 16.92036], [8.78470, -25.92815, 16.17794], [7.10742, -24.27620, 20.77368], [5.99796, -22.90620, 20.95694], [5.34676, -24.46460, 20.49084], [5.07838, -22.53383, 17.46705], [5.29587, -24.27641, 17.43415], [4.31064, -23.62851, 18.67294], [10.61157, -22.23928, 18.62611], [11.01251, -22.89435, 20.21465], [10.63196, -23.89435, 18.72552], [8.77938, -20.79960, 19.71083], [9.26643, -21.70079, 21.20462], [7.59648, -21.63000, 20.66258], [18.73613, -18.15896, 15.38028], [18.57141, -18.48844, 16.78746], [18.13513, -17.38045, 17.62190], [19.72309, -19.61404, 17.31544], [20.18252, -20.58775, 16.30236], [20.99171, -18.75693, 18.00085], [21.03896, -18.31962, 19.37851], [22.06127, -18.23605, 17.11544], [19.02657, -20.34746, 18.66708], [19.81112, -21.42322, 19.25934], [17.58764, -20.64390, 18.72089], [17.89929, -17.61129, 14.94157], [18.91394, -19.07547, 14.81932], [19.60585, -17.51407, 15.18033], [17.09848, -17.15763, 17.36934], [18.75829, -16.49140, 17.45516], [18.29650, -17.61328, 18.67289], [20.03349, -18.14726, 19.76581], [21.43330, -19.13023, 20.00627], [21.64895, -17.43027, 19.53857], [21.85172, -17.19905, 16.84147], [22.98803, -18.25728, 17.68650], [22.04285, -18.90371, 16.25623], [19.57945, -22.40572, 18.83702], [20.86754, -21.22346, 19.07077], [19.65938, -21.47116, 20.33987], [17.24551, -20.90461, 19.72115], [17.37027, -21.51343, 18.09174], [17.06952, -19.75956, 18.35759], [14.69807, -15.52116, 20.98826], [14.51493, -16.77028, 20.24882], [15.71349, -17.60586, 20.28687], [13.02788, -17.40435, 19.73866], [13.04006, -18.71080, 19.04497], [11.95293, -17.43304, 21.06924], [11.87023, -18.64683, 21.85244], [11.54452, -16.23191, 21.73831], [12.39507, -16.19456, 18.76129], [10.97874, -16.21901, 18.41738], [13.26658, -15.73465, 17.67497], [13.78428, -14.99474, 21.23066], [15.38250, -14.91046, 20.38527], [15.31114, -15.70787, 21.87593], [15.74860, -18.29624, 21.12949], [16.62428, -17.00458, 20.26935], [15.75011, -18.16289, 19.34862], [11.80753, -19.52731, 21.21027], [12.73871, -18.80762, 22.50704], [10.97119, -18.58723, 22.46652], [10.67549, -16.42641, 22.36822], [12.30386, -15.73804, 22.36297], [11.29496, -15.43854, 21.02656], [10.63438, -15.32007, 17.90822], [10.76106, -17.08141, 17.77812], [10.35662, -16.31554, 19.30747], [12.72843, -15.00297, 17.07985], [13.58865, -16.60282, 17.08787], [14.16669, -15.27864, 18.09139], [12.55185, -26.68383, 20.58982], [11.88285, -27.83182, 21.33064], [11.59861, -28.88030, 20.38472], [10.93930, -29.91395, 20.85080], [10.54716, -30.10469, 21.96477], [10.67793, -30.70527, 19.78769], [9.73022, -31.72052, 19.98016], [11.79589, -25.92761, 20.36399], [12.82517, -27.04705, 19.59819], [13.37804, -26.23198, 21.12708], [10.98774, -27.50017, 21.85495], [12.56167, -28.28159, 22.06014], [8.75553, -31.31654, 20.25520], [10.05597, -32.56085, 20.59710], [9.54503, -32.23801, 19.03301], [12.92875, -29.86607, 24.60000], [14.31248, -29.53573, 25.10481], [15.04264, -28.77522, 24.12762], [14.95096, -27.45833, 24.13749], [14.33473, -26.76379, 24.89408], [15.64008, -27.04656, 23.08084], [15.51802, -25.70363, 22.64698], [12.49574, -30.58716, 25.29980], [12.83099, -30.32793, 23.61773], [12.26828, -28.99785, 24.60004], [14.89725, -30.43092, 25.29665], [14.18536, -28.96428, 26.02340], [14.46168, -25.59839, 22.38176], [16.21351, -25.47756, 21.84773], [15.66185, -25.01609, 23.48635], [13.06825, -24.72329, 15.75386], [13.58533, -25.25115, 17.07897], [14.00402, -26.61956, 16.92782], [13.06673, -27.54801, 17.01280], [11.88290, -27.37840, 17.12855], [13.66129, -28.74155, 17.03736], [12.82126, -29.87801, 17.22477], [13.91590, -24.56949, 15.08968], [12.46978, -23.81501, 15.84974], [12.35922, -25.41681, 15.29910], [12.91964, -25.22860, 17.94472], [14.47965, -24.70828, 17.38380], [11.78212, -29.77485, 16.91769], [12.80238, -30.08120, 18.29324], [13.23627, -30.72392, 16.68445], [15.67880, -20.31469, 15.51198], [14.73437, -21.01136, 14.54557], [13.55082, -21.39710, 15.24253], [12.60348, -20.50950, 15.46365], [12.58636, -19.38543, 15.02714], [11.68272, -21.06684, 16.24464], [10.57473, -20.21717, 16.52788], [15.85640, -20.91334, 16.40470], [15.17283, -19.39254, 15.80086], [16.65630, -20.13538, 15.06528], [15.18454, -21.86747, 14.04049], [14.43698, -20.41281, 13.68010], [9.94472, -20.07738, 15.64909], [10.84923, -19.22149, 16.87560], [9.90891, -20.63501, 17.27859], [19.69316, -16.12480, 22.41822], [20.01610, -17.58890, 22.69376], [19.06287, -18.51134, 22.21136], [18.15354, -18.96815, 23.06601], [18.04610, -18.64225, 24.21372], [17.32659, -19.72496, 22.36711], [16.24032, -20.37914, 23.00097], [20.32642, -15.46953, 23.00943], [18.64506, -15.94036, 22.66995], [19.77753, -15.92852, 21.34796], [20.15812, -17.73528, 23.76524], [21.00154, -17.74906, 22.25186], [15.92693, -21.25648, 22.44730], [15.43228, -19.64034, 22.98326], [16.46307, -20.60899, 24.04256], [14.29857, -23.56300, 19.52802], [14.86231, -22.63067, 20.42493], [14.33236, -21.39526, 20.10191], [13.54950, -21.53337, 18.98051], [13.60400, -22.84589, 18.60098], [14.48961, -24.62467, 19.50131], [15.62186, -22.94610, 21.12394], [14.46925, -20.42983, 20.55880], [13.04742, -20.80932, 18.49386], [13.09979, -23.27577, 17.74834]],
  "forces_ev_per_a": [[0.330, 0.172, 1.032], [0.399, 0.083, -0.977], [-0.091, 0.387, -0.334], [0.009, -2.227, 2.004], [-0.512, 0.586, -0.659], [1.387, 1.179, -0.003], [-0.594, 0.748, -0.293], [0.026, -1.383, -0.415], [-1.142, -0.585, 0.025], [0.037, 0.998, -2.019], [-0.092, 0.216, 0.086], [0.044, 0.095, 0.087], [-0.245, -0.142, 0.311], [0.021, 0.254, -0.653], [-0.061, -0.100, 0.026], [-0.023, 0.006, -0.143], [0.048, -0.133, 0.219], [-0.002, -0.051, -0.005], [-0.014, -0.192, 0.301], [0.159, -0.217, -0.043], [0.184, 0.264, 0.341], [-0.180, 0.183, -0.257], [0.008, 0.444, 0.168], [0.433, 0.234, 0.374], [-0.239, -0.326, 0.256], [-0.142, -0.495, 0.637], [0.384, 0.005, 0.091], [0.013, 0.354, -0.015], [0.023, -0.382, -0.100], [0.408, 0.145, -0.572], [0.250, -0.821, -0.408], [0.864, -0.081, -0.161], [-0.240, -0.282, 1.500], [-0.166, 0.814, -0.438], [0.345, 0.295, -0.526], [-0.530, -0.721, 0.523], [-1.166, -0.542, 0.801], [-0.374, 0.287, 0.168], [0.541, 0.244, -0.077], [0.532, 0.204, -0.626], [-0.357, -0.250, 0.347], [-0.163, 0.035, -0.038], [0.075, 0.023, 0.239], [-0.078, 0.129, 0.320], [-0.108, 0.101, -0.210], [-0.505, -0.202, 0.035], [0.095, 0.184, 0.035], [0.198, 0.199, 0.123], [-0.013, 0.059, -0.308], [0.082, 0.022, -0.215], [0.250, -0.197, -0.350], [0.570, 0.257, -0.191], [-0.094, 0.047, -0.140], [0.019, -0.159, 0.081], [-0.113, 0.115, 0.016], [0.276, 0.273, 0.193], [-0.229, 0.061, -0.126], [-0.365, -0.241, 0.010], [0.929, -0.247, -0.540], [-0.528, -0.711, -0.086], [-0.316, -0.313, -1.037], [-1.044, 1.260, 0.590], [0.813, -0.190, 0.547], [0.627, -0.107, -1.347], [0.217, -0.366, 0.012], [0.118, 1.134, 0.158], [0.122, 0.844, 0.824], [-0.251, -0.818, 0.153], [0.317, -0.587, 0.497], [0.033, 0.019, -0.146], [-0.411, 0.434, -0.062], [-0.529, -0.140, 0.354], [0.035, 0.067, 0.066], [-0.149, 0.245, 0.241], [-0.006, -0.348, 0.233], [-0.079, 0.130, -0.079], [-0.074, 0.139, 0.131], [0.028, -0.140, 0.050], [-0.037, -0.033, -0.080], [0.013, -0.518, 0.289], [-0.210, -0.273, -0.103], [0.429, 0.156, -0.056], [-0.160, 0.079, -0.122], [0.138, -0.099, 0.037], [0.060, -0.067, -0.146], [-0.110, 0.286, -0.438], [-0.077, 0.101, -0.050], [-1.073, -0.156, -0.683], [0.970, -0.123, 0.566], [0.195, 0.763, -0.165], [-0.975, -0.446, -0.820], [0.094, -0.047, 0.529], [0.509, 0.127, -0.047], [-0.896, -1.303, -0.596], [0.171, 0.225, 0.180], [0.534, -0.004, 0.189], [-0.084, -0.182, -0.188], [-0.156, -0.289, -0.119], [-0.083, 0.201, 0.138], [0.194, -0.010, 0.525], [0.080, 0.578, 0.652], [0.354, 0.583, -0.300], [-0.707, -0.365, 0.248], [-0.556, 0.303, -0.208], [0.272, -0.721, 0.309], [-0.181, 0.109, -0.556], [-0.250, 0.230, 0.415], [1.158, -0.318, -0.727], [-1.285, 0.496, 1.297], [-0.082, 0.070, 0.025], [0.520, 0.030, -0.059], [0.144, 0.099, 0.038], [0.131, 0.060, -0.089], [0.352, 0.075, 0.026], [0.411, 0.523, -0.386], [-0.039, -0.405, -0.108], [0.246, -0.053, -0.089], [-0.704, -0.109, 0.123], [0.083, -0.457, -0.144], [0.595, -0.124, -0.096], [-0.071, -0.442, 0.494], [-0.420, 0.419, -0.103], [0.146, -0.020, -0.653], [-0.324, -0.470, 0.595], [-0.121, 0.136, -0.135], [0.432, 0.215, 0.099], [0.223, -0.273, 0.050], [-0.393, 0.091, -0.447], [0.015, -0.369, -0.283], [0.137, 0.578, -0.193], [0.004, -0.207, -0.003], [0.340, 0.138, -0.007], [-0.352, -0.052, -0.306], [0.295, 0.521, -0.711], [0.224, -1.465, 0.190], [0.310, 0.809, -0.470], [-0.163, -0.034, 0.106], [-0.257, 0.009, 0.497], [-1.190, 0.837, -0.059], [-0.186, -0.135, -0.046], [0.403, 0.191, 0.137], [-0.109, 0.239, -0.092], [-0.245, -0.535, 0.724], [0.048, 0.554, 0.372], [0.223, -0.120, -0.201], [0.550, -0.140, -0.060], [0.446, -0.636, 0.008], [-1.160, -0.644, -0.354], [1.204, 1.012, 1.121], [0.478, -0.096, -0.929], [-0.519, 0.834, -0.032], [-0.032, -0.316, 0.522], [0.526, -1.037, -0.869], [-0.611, 1.029, 0.789], [0.106, 0.017, -0.105], [0.085, 0.171, 0.208], [0.225, 0.203, 0.055], [-0.214, -0.057, 0.000], [-0.283, -0.738, -0.324], [0.376, 0.030, -0.179], [-0.266, -0.331, 0.210], [0.082, -0.095, -0.089], [0.792, 0.111, -0.317], [-0.421, -0.042, 0.122], [0.290, 0.144, 0.080], [0.675, -1.017, 0.213], [-1.134, -0.282, -0.131], [0.059, 0.093, 0.018], [-0.176, 0.525, 0.397], [0.019, 0.041, -0.114], [0.128, 0.322, 0.206], [-0.205, 1.013, 0.173]],
  "mulliken_charge": [-1.2470, 0.5771, -1.1569, 0.3297, -0.8994, 0.3079, -1.2308, -0.9645, 0.5261, -0.9517, -0.9539, 0.3021, 0.2590, 0.6307, 0.3639, 0.3871, 0.2384, 0.4585, 0.3272, 0.3874, 0.2722, 0.2926, 0.3935, -0.0083, 0.4649, -0.1041, 0.2619, 0.3546, 0.2835, -1.2929, 0.8765, -0.7747, -0.0047, -0.9084, 0.2758, -0.4871, -1.2036, 0.9990, -1.2957, -0.5830, 0.3213, 0.4372, 0.2742, 0.4104, 0.3436, -0.2456, -0.1873, 0.2731, 0.4595, 0.2938, 0.4767, 0.3265, 0.3541, 0.4368, 0.2015, 0.2713, 0.2805, -0.2460, -1.2160, 1.0202, -0.9913, -1.0702, -0.0091, 0.4046, -0.7661, -1.1782, 0.1541, -0.7685, -0.7280, 0.3597, 0.3520, 0.3026, 0.0702, 0.5548, -0.0118, 0.0531, 0.2137, 0.4304, 0.3441, 0.2549, 0.4422, 0.4152, -0.0142, 0.3422, 0.4133, 0.1661, 0.1627, 1.3927, 0.1791, -0.0628, 0.5171, -0.5542, -0.2348, -0.7731, -0.0147, -0.3351, -1.2443, 0.4474, -0.2246, 0.3163, 0.2927, 0.2621, -1.0724, -0.2176, -0.3840, 0.7788, -0.6058, -0.3809, -0.3972, 0.4456, 0.1972, 0.2910, 0.3511, 0.3061, 0.0603, 0.2736, 0.3465, -0.7768, 1.1027, -0.4717, 0.6677, -0.4774, -0.4343, -0.6500, 0.1920, -0.0444, 0.4341, -0.1223, 0.2941, 0.2808, 0.1971, 0.3591, 0.0376, -0.8296, -0.2351, 0.6773, -0.6748, 0.0317, -0.2990, -0.1999, 0.0654, 0.2836, 0.3904, 0.3775, 0.3423, -0.0985, 0.0319, -1.0674, -0.5067, -0.2327, 0.6265, -0.6025, -0.0871, -0.6168, 0.3879, 0.2632, 0.2591, 0.5624, 0.3431, -0.0642, 0.2903, 0.4714, -0.4829, -0.9264, -0.6928, 2.4845, -1.3666, 0.8015, 0.3802, -0.0701, -0.0571, -0.1919]
}